Entry 1:
Entry from OMol25: a cluster of 10 separate species, C100H60O30 in total in a non-equilibrium geometry (the ωB97M-V functional and the def2-TZVPD basis).

Summary:
**HOMO energy**: -9.28 eV
**Gap between HOMO and LUMO**: 7.77 eV
**SMILES**: O=C1c2ccccc2C(=O)c2ccccc21.O=C1c2ccccc2C(=O)c2ccccc21.O=C1c2ccccc2C(=O)c2ccccc21.O=C1c2ccccc2C(=O)c2ccccc21.O=C1c2ccccc2C(=O)c2ccccc21.O=C1C=C(O)C(=O)C=C1O.O=C1C=C(O)C(=O)C=C1O.O=C1C=C(O)C(=O)C=C1O.O=C1C=C(O)C(=O)C=C1O.O=C1C=C(O)C(=O)C=C1O
**Energy relative to the best compared isomer or geometry (same formula, charge and spin)**: 0.212 eV
**Strongest force on any atom**: 4.8 eV Å⁻¹

Each line ends with the Löwdin charge.
Cartesian coordinates (Å):
O 2.60272 2.68508 -2.55835  0.073
C 1.46180 2.30077 -2.93865  -0.217
C 0.43450 3.34460 -3.10242  -0.118
C 0.55391 4.54923 -2.46994  0.025
C -0.54184 5.46210 -2.35942  -0.042
C -1.60726 5.20117 -3.09989  -0.094
C -1.73737 4.05920 -3.89135  -0.001
C -0.72203 3.08554 -3.92564  -0.054
C -0.93152 1.75693 -4.61861  -0.285
O -1.87275 1.40604 -5.26312  0.115
C 0.08679 0.68363 -4.31826  -0.077
C -0.07851 -0.56831 -4.96901  0.038
C 0.95317 -1.51483 -4.77243  -0.038
C 2.10193 -1.21369 -4.04413  -0.027
C 2.20080 0.03026 -3.42937  -0.027
C 1.22311 0.93466 -3.56196  -0.116
H 1.49937 4.66827 -1.92470  0.115
H -0.43727 6.36637 -1.80298  0.103
H -2.61069 5.65560 -3.09072  0.127
H -2.63696 3.86569 -4.42968  0.111
H -0.92368 -0.64390 -5.61115  0.109
H 0.87554 -2.47434 -5.18078  0.091
H 2.77639 -2.01092 -3.68294  0.117
H 2.93917 0.46325 -2.78730  0.094
O 4.95275 1.38644 2.85753  0.140
C 4.03043 1.93123 3.33177  -0.325
C 2.71636 1.34305 3.77951  -0.053
C 2.53239 -0.03975 3.69473  -0.001
C 1.29201 -0.56574 4.05582  -0.036
C 0.24697 0.26909 4.50302  -0.015
C 0.45541 1.65661 4.63776  0.020
C 1.65942 2.19232 4.22171  -0.085
C 1.89481 3.65236 4.45592  -0.284
O 1.03412 4.32323 5.01785  0.101
C 3.15801 4.21193 3.95851  -0.110
C 3.49138 5.51853 4.29693  0.005
C 4.68466 6.12754 3.88994  -0.022
C 5.65421 5.32365 3.25760  -0.071
C 5.46029 4.00643 3.15964  0.002
C 4.17053 3.40027 3.46848  -0.053
H 3.33300 -0.69230 3.40138  0.111
H 1.11336 -1.59325 4.00287  0.077
H -0.69089 -0.11156 4.76286  0.074
H -0.30884 2.34461 4.95431  0.098
H 2.83259 6.03280 4.97174  0.117
H 4.84103 7.14317 4.13640  0.095
H 6.59518 5.73313 2.94522  0.110
H 6.21739 3.35590 2.69723  0.111
O -1.10482 -3.00103 -2.35849  0.137
C -0.46228 -2.19988 -1.78051  -0.323
C 0.78140 -2.65055 -1.07060  -0.067
C 1.25637 -3.96856 -1.19795  0.015
C 2.25611 -4.44705 -0.34168  -0.018
C 2.90492 -3.50952 0.49184  -0.043
C 2.57342 -2.18287 0.43983  -0.034
C 1.54535 -1.75688 -0.31196  -0.100
C 1.11259 -0.34159 -0.12022  -0.185
O 1.85573 0.43703 0.47856  0.073
C -0.16890 0.10483 -0.79408  -0.083
C -0.48462 1.46244 -0.75301  0.000
C -1.69114 1.90438 -1.41788  -0.021
C -2.53465 0.93104 -1.98932  -0.031
C -2.05727 -0.37003 -2.17392  0.015
C -0.94166 -0.81358 -1.48934  -0.104
H 0.66367 -4.65636 -1.79888  0.124
H 2.55464 -5.52920 -0.27105  0.118
H 3.68683 -3.86412 1.21190  0.118
H 2.97236 -1.44454 1.11180  0.114
H 0.22485 2.01926 -0.18361  0.090
H -1.92430 3.00703 -1.36837  0.133
H -3.52986 1.28688 -2.41595  0.117
H -2.62371 -1.13496 -2.72268  0.134
O 6.60479 -6.46236 0.79727  0.095
C 5.53923 -6.42007 1.42618  -0.266
C 5.41624 -5.66408 2.64216  -0.093
C 6.43167 -4.85247 3.14387  0.006
C 6.23944 -4.27640 4.36145  -0.063
C 5.08325 -4.45425 5.11897  -0.057
C 4.01973 -5.17884 4.62588  0.006
C 4.20935 -5.84338 3.39263  -0.079
C 3.16977 -6.76485 3.04074  -0.307
O 2.16754 -6.82097 3.74494  0.094
C 3.31698 -7.53519 1.81555  -0.126
C 2.33007 -8.40758 1.41219  -0.009
C 2.46303 -9.18674 0.30454  -0.044
C 3.65891 -9.11494 -0.45439  -0.020
C 4.59779 -8.16677 -0.06543  -0.002
C 4.41340 -7.35049 1.03472  -0.101
H 7.33359 -4.68315 2.57658  0.125
H 7.01883 -3.77648 4.87269  0.100
H 4.97888 -4.00110 6.13756  0.127
H 3.06826 -5.23771 5.22376  0.142
H 1.48578 -8.51967 2.11645  0.135
H 1.82362 -9.99604 0.07988  0.097
H 3.79322 -9.80558 -1.23362  0.092
H 5.52076 -8.05771 -0.61565  0.119
O -9.10538 -1.25849 -2.06995  0.117
C -8.32685 -0.34799 -1.96798  -0.258
C -8.29523 0.87005 -2.89022  -0.088
C -9.30248 1.00080 -3.82295  0.006
C -9.39628 2.13656 -4.61245  -0.053
C -8.47454 3.15165 -4.48897  -0.059
C -7.54586 3.02846 -3.48433  -0.025
C -7.40243 1.87264 -2.74672  -0.125
C -6.30566 1.80671 -1.72254  -0.272
O -5.43491 2.65418 -1.74238  0.085
C -6.35519 0.64690 -0.79369  -0.102
C -5.28452 0.42877 0.01198  0.006
C -5.26764 -0.61601 0.95703  -0.024
C -6.34766 -1.46413 1.06950  -0.039
C -7.36965 -1.34735 0.11613  0.011
C -7.36022 -0.30251 -0.80649  -0.083
H -9.96734 0.22387 -3.88575  0.093
H -10.25421 2.24289 -5.26681  0.111
H -8.65310 4.08104 -5.07416  0.126
H -6.83746 3.84271 -3.30159  0.128
H -4.44385 1.05431 0.00689  0.088
H -4.36025 -0.74567 1.56841  0.098
H -6.39410 -2.25221 1.77897  0.100
H -8.13142 -2.13583 0.05079  0.127
O -5.20331 -0.57312 -3.73699  0.105
C -5.13854 -0.15149 -4.87146  -0.297
C -5.03396 1.25166 -5.21444  0.077
C -4.78786 1.57168 -6.50085  -0.267
O -4.60207 2.79589 -6.93877  0.121
C -4.78452 0.61091 -7.59067  -0.286
O -4.66811 1.04769 -8.74909  0.088
C -5.02925 -0.82318 -7.29124  0.088
C -5.24895 -1.15668 -6.01174  -0.233
O -5.54951 -2.38064 -5.61044  0.122
H -5.14345 2.00028 -4.45117  0.115
H -4.57976 2.83909 -7.91442  0.128
H -4.98228 -1.55134 -8.10134  0.136
H -5.77523 -2.30545 -4.67281  0.113
O 4.50834 -0.89964 -1.94030  0.108
C 5.32341 -0.54141 -1.14658  -0.396
C 5.63555 0.77041 -0.88042  0.086
C 6.69259 1.08864 -0.03564  -0.216
O 6.96773 2.24143 0.43793  0.120
C 7.58623 -0.00125 0.57054  -0.299
O 8.39272 0.29421 1.47887  0.075
C 7.30665 -1.31410 0.14486  0.065
C 6.17845 -1.58757 -0.56933  -0.249
O 5.72925 -2.77177 -0.82206  0.134
H 4.87184 1.35131 -1.37599  0.128
H 7.64899 2.04745 1.18696  0.160
H 7.74907 -2.25529 0.58696  0.154
H 5.01269 -2.63047 -1.47829  0.119
O -1.32787 -1.84736 3.29457  0.077
C -1.40350 -2.91632 2.69478  -0.252
C -1.12928 -4.21096 3.31381  0.085
C -1.50441 -5.26615 2.59754  -0.211
O -1.45791 -6.51484 3.11177  0.106
C -2.14739 -5.22322 1.23771  -0.321
O -2.41880 -6.29689 0.74362  0.110
C -2.44010 -3.93079 0.64587  0.090
C -2.06095 -2.80964 1.31914  -0.251
O -2.22293 -1.57523 1.01273  0.091
H -0.55349 -4.25030 4.25426  0.149
H -1.89235 -7.14841 2.54755  0.101
H -2.99702 -3.91705 -0.25055  0.121
H -2.03826 -1.14710 1.92870  0.120
O -2.74969 5.59902 3.96245  0.123
C -2.61436 4.40481 3.99528  -0.318
C -2.28183 3.52046 2.89085  0.063
C -2.45327 2.17685 2.96139  -0.203
O -2.29554 1.29902 1.95238  0.090
C -3.00287 1.52699 4.22324  -0.351
O -3.49750 0.43611 4.23693  0.127
C -2.98444 2.31879 5.44360  0.051
C -2.74221 3.61780 5.33946  -0.241
O -2.69646 4.42096 6.38547  0.116
H -1.85888 4.08109 1.98098  0.148
H -1.86035 1.70954 1.17871  0.095
H -3.18800 1.83531 6.36444  0.131
H -2.62638 5.32715 6.05297  0.115
O 0.80574 3.28372 1.65821  0.102
C 1.43093 4.21725 1.21085  -0.281
C 0.97351 5.63585 1.11253  0.055
C 1.66866 6.56073 0.53064  -0.256
O 1.20624 7.80359 0.44597  0.105
C 3.16762 6.27337 0.11931  -0.306
O 3.82330 7.25085 -0.23794  0.080
C 3.57995 4.91767 0.13709  0.045
C 2.78981 3.94323 0.60657  -0.276
O 3.14423 2.70862 0.41257  0.089
H -0.00767 5.84255 1.53660  0.135
H 1.82429 8.36976 -0.05246  0.128
H 4.64058 4.67631 -0.18770  0.170
H 2.41331 2.01081 0.60401  0.104

---

Entry 2:
Entry from OMol25: a cluster of 2 separate species, C9H18BBrF4N3O in total in a non-equilibrium geometry (the ωB97M-V functional and the def2-TZVPD basis).

Summary:
**Charge**: -1
**HOMO energy**: -6.51 eV
**Gap between HOMO and LUMO**: 8.86 eV
**Energy relative to the best compared isomer or geometry (same formula, charge and spin)**: 5.082 eV
**Strongest force on any atom**: 8.9 eV Å⁻¹

Each line ends with the Löwdin charge.
Cartesian coordinates (Å):
N -0.53501 -0.82475 -1.86661  -0.026
C -1.96132 -0.36371 -2.15621  -0.280
C -2.83193 0.01830 -0.81980  -0.210
C -2.72090 -1.05396 0.41426  -0.205
C -1.33119 -0.98370 1.27965  -0.169
C -0.73723 0.52340 1.52729  -0.181
C -1.43680 1.49707 2.67023  -0.212
O -2.71073 1.41350 3.13458  -0.057
N -0.36732 2.51346 3.12251  -0.029
C 0.87810 2.26822 2.24474  -0.677
Br 2.53052 3.17465 2.91413  0.585
C 0.82438 0.63120 2.11769  -0.246
C 1.84844 -0.15278 1.10604  -0.237
N 3.12287 0.59331 0.77779  -0.056
H -0.04504 -1.14248 -2.73868  0.058
H -0.06614 0.05225 -1.48729  0.065
H -2.49720 -1.12269 -2.87359  0.116
H -1.84257 0.65065 -2.77426  0.111
H -2.54130 1.13301 -0.52451  0.106
H -3.97079 0.04126 -1.15959  0.111
H -3.62816 -0.98034 1.16916  0.109
H -2.76588 -2.15201 -0.05145  0.123
H -1.48463 -1.52958 2.32940  0.129
H -0.51190 -1.57952 0.66551  0.103
H -0.59393 1.05780 0.47969  0.135
H -0.12262 2.05966 4.05278  0.119
H 0.52710 2.77826 1.23217  0.127
H 1.00586 0.19342 3.19320  0.148
H 2.16205 -1.16249 1.65623  0.131
H 1.34908 -0.48718 0.08279  0.109
H 3.92626 -0.07731 0.96072  0.081
H 3.10779 0.68280 -0.28248  0.082
B 2.68405 -1.53393 -4.07924  -1.045
F 2.86189 -2.93241 -3.72364  0.023
F 3.20976 -0.69299 -3.01618  0.017
F 3.39588 -1.25392 -5.31553  0.024
F 1.26856 -1.25647 -4.26150  0.018

---

Which value of gap between HOMO and LUMO does entry 1 give?
7.77 eV